1.
C32H46As3N4O6PbSe as an isolated structure, computed with ωB97M-V/def2-TZVPD.

Geometry (Å):
Pb (-0.225, -1.273, 1.562)
O (2.162, -5.041, -2.648)
C (1.226, -4.095, -2.469)
O (1.239, -3.328, -1.550)
C (0.202, -4.099, -3.550)
C (0.409, -4.772, -4.745)
C (-0.561, -4.668, -5.728)
C (-1.685, -3.908, -5.471)
C (-1.791, -3.289, -4.225)
N (-0.875, -3.376, -3.286)
C (-2.998, -2.437, -3.965)
O (-3.723, -2.084, -4.860)
O (-3.152, -2.121, -2.678)
H (2.777, -4.975, -1.901)
H (1.311, -5.347, -4.896)
H (-0.436, -5.166, -6.680)
H (-2.475, -3.777, -6.195)
C (1.315, 1.113, 4.134)
As (0.695, 1.538, 2.332)
C (-0.493, 3.002, 2.835)
C (2.353, 2.490, 1.829)
C (2.713, 2.988, 0.398)
C (3.813, 4.043, 0.598)
C (3.306, 1.855, -0.460)
As (2.361, 0.121, -0.568)
C (3.859, -0.873, -1.334)
C (1.372, 0.340, -2.239)
C (1.477, 3.609, -0.290)
As (1.842, 4.947, -1.723)
C (-0.033, 5.584, -1.819)
C (1.982, 3.911, -3.372)
H (1.788, 1.991, 4.575)
H (2.022, 0.286, 4.111)
H (0.445, 0.823, 4.719)
H (-0.047, 3.542, 3.670)
H (-1.451, 2.582, 3.138)
H (-0.648, 3.681, 1.999)
H (3.153, 1.827, 2.174)
H (2.341, 3.358, 2.496)
H (4.578, 3.666, 1.279)
H (3.402, 4.964, 1.018)
H (4.295, 4.300, -0.347)
H (4.293, 1.598, -0.063)
H (3.454, 2.205, -1.486)
H (4.312, -0.287, -2.134)
H (3.499, -1.816, -1.741)
H (4.607, -1.080, -0.571)
H (2.028, 0.748, -3.008)
H (0.508, 0.995, -2.116)
H (1.018, -0.642, -2.554)
H (0.926, 4.215, 0.435)
H (0.799, 2.823, -0.640)
H (-0.143, 6.224, -0.942)
H (-1.966, 4.884, -1.345)
H (-0.150, 6.216, -2.701)
H (3.033, 3.672, -3.538)
H (1.645, 4.552, -4.186)
H (1.369, 3.017, -3.353)
C (0.407, -1.449, 6.638)
N (-0.438, -2.485, 6.061)
C (-1.520, -3.057, 6.692)
C (-2.021, -3.988, 5.852)
N (-1.238, -3.975, 4.719)
C (-1.398, -4.874, 3.581)
C (-0.271, -3.051, 4.852)
Se (1.103, -2.691, 3.636)
H (0.388, -1.553, 7.720)
H (0.042, -0.464, 6.355)
H (1.423, -1.574, 6.275)
H (-1.835, -2.756, 7.674)
H (-2.857, -4.654, 5.961)
H (-2.121, -5.636, 3.857)
H (-0.442, -5.338, 3.356)
H (-1.756, -4.315, 2.721)
O (-2.418, -2.179, 2.477)
C (-2.481, -1.282, 3.349)
O (-1.590, -0.401, 3.496)
H (-3.353, -1.261, 4.019)
C (-4.217, -1.188, -2.405)
C (-3.596, 0.161, -2.389)
C (-3.088, 0.693, -1.207)
C (-2.369, 1.878, -1.203)
C (-2.088, 2.521, -2.404)
C (-2.662, 2.016, -3.582)
C (-3.420, 0.871, -3.566)
C (-1.005, 3.485, -2.474)
N (-1.107, 4.596, -1.823)
H (-4.984, -1.291, -3.171)
H (-4.617, -1.470, -1.434)
H (-3.268, 0.168, -0.277)
H (-1.977, 2.275, -0.272)
H (-2.477, 2.527, -4.518)
H (-3.833, 0.485, -4.490)

Output
HOMO: -9.5 eV
net charge: +1
relative energy (zero: lowest compared OMol25 entry of this formula, charge and spin): 57.5 kcal per mole

2.
C54H51IIrN5P2SSbTe as an isolated structure in a non-equilibrium geometry, computed with ωB97M-V/def2-TZVPD.

Geometry (Å):
Ir (0.551, -0.015, 0.445)
Te (2.469, 0.158, -3.978)
C (1.499, 1.358, -5.489)
C (0.658, 0.674, -6.352)
C (-0.023, 1.413, -7.313)
N (0.105, 2.714, -7.416)
C (0.906, 3.366, -6.602)
C (1.634, 2.729, -5.602)
C (0.794, 0.488, -2.760)
P (-0.245, -0.862, -2.123)
C (-0.195, -2.125, -3.433)
C (1.024, -2.759, -3.674)
C (1.160, -3.632, -4.739)
C (0.072, -3.897, -5.555)
C (-1.159, -3.323, -5.276)
C (-1.301, -2.448, -4.213)
C (-1.884, -0.111, -2.373)
C (-2.162, 0.471, -3.611)
C (-3.400, 1.039, -3.835)
C (-4.356, 1.048, -2.830)
C (-4.080, 0.471, -1.602)
C (-2.845, -0.111, -1.372)
P (0.817, 1.615, -1.358)
C (-0.696, 2.610, -1.513)
C (-0.982, 3.304, -2.684)
C (-2.128, 4.074, -2.754)
C (-2.984, 4.151, -1.666)
C (-2.705, 3.451, -0.503)
C (-1.562, 2.676, -0.427)
C (2.142, 2.813, -1.686)
C (1.920, 4.176, -1.863)
C (2.978, 5.010, -2.185)
C (4.260, 4.503, -2.328)
C (4.496, 3.158, -2.091)
C (3.447, 2.322, -1.752)
H (0.537, -0.399, -6.290)
H (-0.688, 0.934, -8.019)
H (0.971, 4.434, -6.753)
H (2.285, 3.294, -4.951)
H (1.856, -2.578, -3.003)
H (2.113, -4.101, -4.934)
H (0.177, -4.567, -6.394)
H (-2.016, -3.549, -5.893)
H (-2.265, -2.010, -4.003)
H (-1.406, 0.464, -4.388)
H (-3.630, 1.470, -4.798)
H (-5.319, 1.504, -3.003)
H (-4.828, 0.478, -0.824)
H (-2.623, -0.577, -0.422)
H (-0.310, 3.223, -3.529)
H (-2.357, 4.613, -3.661)
H (-3.875, 4.755, -1.724)
H (-3.382, 3.504, 0.336)
H (-1.333, 2.085, 0.457)
H (0.924, 4.585, -1.765)
H (2.793, 6.063, -2.335)
H (5.072, 5.156, -2.609)
H (5.496, 2.762, -2.167)
H (3.633, 1.291, -1.483)
I (-0.243, 0.767, 4.055)
C (-0.667, -0.401, 2.300)
H (-1.727, -0.261, 2.093)
H (-0.510, -1.431, 2.622)
S (-1.075, -2.540, -0.030)
Sb (0.679, -3.965, 0.504)
C (2.389, -2.702, 0.179)
C (3.234, -2.955, -0.885)
C (4.259, -2.063, -1.178)
C (4.431, -0.925, -0.407)
C (3.595, -0.675, 0.672)
C (2.548, -1.554, 0.965)
C (0.622, -5.532, -0.974)
C (-0.376, -5.451, -1.932)
C (-0.439, -6.413, -2.925)
C (0.486, -7.444, -2.947)
C (1.463, -7.526, -1.968)
C (1.538, -6.569, -0.969)
C (0.379, -4.316, 2.613)
C (-0.837, -4.863, 2.986)
C (-1.130, -4.998, 4.333)
C (-0.216, -4.571, 5.285)
C (0.990, -4.014, 4.897)
C (1.303, -3.888, 3.552)
H (3.118, -3.858, -1.472)
H (4.936, -2.277, -1.992)
H (5.248, -0.251, -0.617)
H (3.765, 0.187, 1.301)
H (2.027, -1.464, 1.920)
H (-1.099, -4.645, -1.900)
H (-1.212, -6.358, -3.676)
H (0.444, -8.189, -3.726)
H (2.172, -8.339, -1.980)
H (2.298, -6.644, -0.203)
H (-1.547, -5.180, 2.231)
H (-2.070, -5.432, 4.635)
H (-0.447, -4.681, 6.333)
H (1.692, -3.674, 5.643)
H (2.260, -3.478, 3.254)
C (0.305, 5.159, 4.373)
C (1.727, 5.550, 3.986)
C (2.748, 4.761, 4.798)
C (1.982, 5.389, 2.474)
N (2.052, 4.017, 2.057)
C (1.059, 3.147, 1.837)
N (1.603, 2.005, 1.455)
N (2.917, 2.207, 1.447)
N (3.191, 3.387, 1.801)
H (0.127, 5.424, 5.411)
H (0.144, 4.086, 4.275)
H (-0.422, 5.689, 3.762)
H (1.858, 6.616, 4.191)
H (2.593, 3.688, 4.693)
H (2.654, 5.006, 5.852)
H (3.761, 4.996, 4.484)
H (2.941, 5.840, 2.220)
H (1.185, 5.873, 1.902)
H (0.017, 3.355, 1.950)

Output
HOMO (spin up / spin down): -12.2 / -12.3 eV
spin multiplicity: 2
net charge: +2
relative energy (zero: lowest compared OMol25 entry of this formula, charge and spin): 144.7 kcal per mole

3.
C65H75IrN8O3P2S3Sb as an isolated structure in a non-equilibrium geometry, computed with ωB97M-V/def2-TZVPD.

Geometry (Å):
Ir (0.748, -0.302, -0.207)
N (0.290, 0.093, 1.680)
S (0.134, -0.412, 3.075)
N (0.336, -1.958, 3.444)
S (0.061, -3.156, 2.498)
N (-1.267, -3.033, 1.711)
S (-1.518, -2.727, 0.153)
N (-0.605, -1.806, -0.579)
C (-3.193, -2.148, 0.210)
C (-3.942, -2.252, -0.958)
C (-5.254, -1.810, -0.946)
C (-5.799, -1.275, 0.216)
C (-5.033, -1.171, 1.371)
C (-3.716, -1.611, 1.379)
C (-1.654, -4.328, -0.601)
C (-1.596, -4.403, -1.987)
C (-1.685, -5.648, -2.588)
C (-1.847, -6.790, -1.810)
C (-1.932, -6.695, -0.425)
C (-1.836, -5.458, 0.194)
C (-0.155, -4.504, 3.601)
C (0.826, -5.477, 3.753)
C (0.585, -6.514, 4.641)
C (-0.603, -6.557, 5.358)
C (-1.564, -5.560, 5.202)
C (-1.348, -4.523, 4.318)
C (1.491, -3.532, 1.523)
C (1.476, -4.695, 0.755)
C (2.645, -5.091, 0.132)
C (3.803, -4.333, 0.272)
C (3.796, -3.169, 1.026)
C (2.637, -2.763, 1.668)
C (-1.480, -0.029, 3.688)
C (-2.207, 0.965, 3.051)
C (-3.450, 1.305, 3.563)
C (-3.939, 0.656, 4.692)
C (-3.195, -0.341, 5.315)
C (-1.948, -0.688, 4.820)
C (1.230, 0.346, 4.237)
C (2.365, -0.322, 4.682)
C (3.209, 0.330, 5.566)
C (2.913, 1.621, 5.991)
C (1.763, 2.266, 5.550)
C (0.910, 1.632, 4.664)
H (-3.518, -2.684, -1.858)
H (-5.858, -1.902, -1.841)
H (-6.833, -0.951, 0.224)
H (-5.464, -0.763, 2.277)
H (-3.114, -1.564, 2.277)
H (-1.484, -3.503, -2.581)
H (-1.637, -5.731, -3.668)
H (-1.917, -7.759, -2.289)
H (-2.082, -7.585, 0.173)
H (-1.916, -5.365, 1.271)
H (1.760, -5.434, 3.209)
H (1.331, -7.287, 4.773)
H (-0.784, -7.373, 6.046)
H (-2.483, -5.596, 5.772)
H (-2.095, -3.747, 4.172)
H (0.579, -5.294, 0.662)
H (2.662, -6.014, -0.434)
H (4.720, -4.669, -0.197)
H (4.693, -2.577, 1.140)
H (2.638, -1.875, 2.281)
H (-1.798, 1.440, 2.166)
H (-4.041, 2.078, 3.086)
H (-4.904, 0.937, 5.098)
H (-3.583, -0.839, 6.194)
H (-1.343, -1.450, 5.301)
H (2.562, -1.343, 4.380)
H (4.089, -0.177, 5.939)
H (3.576, 2.121, 6.687)
H (1.521, 3.256, 5.911)
H (0.002, 2.121, 4.327)
C (0.744, -0.389, -5.527)
N (1.994, -0.020, -4.840)
C (3.117, 0.272, -5.740)
P (2.165, -0.637, -3.338)
O (1.053, -0.170, -2.437)
O (3.610, -0.077, -2.922)
P (3.923, 0.604, -1.478)
O (3.033, -0.009, -0.439)
N (5.516, 0.360, -1.352)
C (6.273, -0.692, -2.043)
C (6.194, 0.932, -0.175)
N (3.724, 2.218, -1.616)
C (4.491, 2.933, -2.653)
C (2.439, 2.843, -1.313)
N (2.362, -2.259, -3.288)
C (3.468, -2.857, -4.049)
C (1.203, -3.135, -3.111)
H (0.421, 0.438, -6.160)
H (-0.044, -0.586, -4.797)
H (0.875, -1.272, -6.162)
H (2.848, 1.116, -6.376)
H (3.352, -0.576, -6.390)
H (4.004, 0.541, -5.173)
H (5.761, -1.011, -2.944)
H (6.435, -1.559, -1.397)
H (7.247, -0.293, -2.325)
H (5.591, 1.725, 0.266)
H (7.152, 1.356, -0.478)
H (6.384, 0.167, 0.582)
H (5.379, 2.368, -2.924)
H (4.805, 3.904, -2.271)
H (3.881, 3.083, -3.548)
H (1.824, 2.181, -0.709)
H (1.899, 3.070, -2.234)
H (2.595, 3.766, -0.748)
H (4.230, -2.115, -4.276)
H (3.116, -3.289, -4.990)
H (3.931, -3.651, -3.461)
H (0.462, -2.640, -2.494)
H (1.517, -4.048, -2.604)
H (0.758, -3.419, -4.073)
C (-4.220, 4.824, -2.435)
C (-4.345, 5.065, -0.974)
C (-5.352, 5.963, -0.506)
C (-5.550, 6.189, 0.832)
C (-4.737, 5.537, 1.774)
C (-3.711, 4.659, 1.344)
C (-3.499, 4.446, 0.002)
Sb (-1.779, 3.210, -0.399)
C (-0.233, 4.320, 0.548)
C (0.618, 3.605, 1.393)
C (1.609, 4.282, 2.085)
C (1.720, 5.661, 1.947)
C (0.855, 6.357, 1.111)
C (-0.146, 5.708, 0.389)
C (-1.051, 6.515, -0.516)
C (-1.493, 2.929, -2.483)
C (-0.765, 3.876, -3.198)
C (-0.734, 3.794, -4.582)
C (-1.415, 2.765, -5.222)
C (-2.100, 1.804, -4.487)
C (-2.149, 1.855, -3.095)
C (-2.877, 0.788, -2.310)
H (-4.976, 5.379, -2.989)
H (-4.332, 3.759, -2.668)
H (-3.235, 5.134, -2.801)
H (-5.976, 6.470, -1.235)
H (-6.333, 6.861, 1.160)
H (-4.889, 5.710, 2.834)
H (-3.077, 4.185, 2.087)
H (0.531, 2.530, 1.494)
H (2.285, 3.735, 2.734)
H (2.489, 6.202, 2.487)
H (0.950, 7.434, 1.016)
H (-0.515, 7.365, -0.937)
H (-1.908, 6.914, 0.038)
H (-1.440, 5.921, -1.348)
H (-0.238, 4.682, -2.698)
H (-0.199, 4.544, -5.154)
H (-1.414, 2.714, -6.305)
H (-2.625, 1.005, -5.000)
H (-3.411, 0.111, -2.975)
H (-3.622, 1.223, -1.627)
H (-2.174, 0.195, -1.720)

Output
HOMO (spin up / spin down): -16.6 / -16.6 eV
spin multiplicity: 6
net charge: +4

4.
The molecule C4H8O2, computed with ωB97M-V/def2-TZVPD.

Geometry (Å):
C (-2.198, -0.218, -0.071)
C (-1.026, 0.560, 0.524)
C (0.242, 0.249, -0.240)
O (0.300, 0.085, -1.437)
O (1.309, 0.145, 0.574)
C (2.509, -0.297, -0.068)
H (-3.123, -0.013, 0.477)
H (-2.338, 0.051, -1.121)
H (-2.006, -1.295, -0.027)
H (-1.211, 1.639, 0.452)
H (-0.878, 0.331, 1.582)
H (3.315, -0.121, 0.645)
H (2.426, -1.366, -0.293)
H (2.680, 0.250, -0.998)

Output
HOMO: -10.4 eV
net charge: 0
relative energy (zero: lowest compared OMol25 entry of this formula, charge and spin): 8.9 kcal per mole
structure (SMILES): CCC(=O)OC

5.
A 2-piece molecular cluster, C7H12F3O3S overall in a non-equilibrium geometry, computed with ωB97M-V/def2-TZVPD.

Geometry (Å):
C (0.451, 2.085, 0.562)
C (2.727, 1.280, -0.178)
C (-2.184, -1.224, -1.018)
C (-1.159, -2.420, 0.988)
C (1.198, 1.127, -0.295)
C (-1.450, -1.175, 0.298)
C (0.859, -0.365, 0.056)
O (-1.867, 0.261, 2.628)
O (-2.401, 1.134, 0.427)
O (-3.641, -0.782, 1.372)
F (0.839, 1.337, -1.627)
F (1.272, -0.581, 1.345)
F (1.457, -1.369, -0.654)
S (-2.425, 0.017, 1.327)
H (-0.594, 1.909, 0.633)
H (0.913, 1.955, 1.480)
H (0.574, 3.138, 0.193)
H (2.906, 1.688, 0.744)
H (3.216, 1.944, -1.022)
H (3.201, 0.206, -0.101)
H (-1.461, -1.451, -1.774)
H (-2.684, -0.267, -1.273)
H (-2.786, -2.172, -1.033)
H (-0.221, -2.342, 1.463)
H (-1.078, -3.460, 0.475)
H (-1.890, -2.679, 1.688)

Output
HOMO (spin up / spin down): -4.7 / -4.7 eV
net charge: -1

6.
C15H23Cl3NO2PTi as an isolated structure in a non-equilibrium geometry, computed with ωB97M-V/def2-TZVPD.

Geometry (Å):
C (2.841, -0.593, -2.456)
C (2.726, 0.648, -1.836)
C (1.729, 0.844, -0.855)
C (0.886, -0.199, -0.476)
C (0.992, -1.430, -1.141)
C (1.984, -1.640, -2.103)
C (1.560, 2.212, -0.249)
C (0.200, 2.541, 0.359)
N (-1.015, 2.295, -0.447)
Ti (-0.348, 0.101, 1.267)
C (0.030, -2.519, -0.775)
P (-1.457, -1.786, 0.058)
H (3.398, 1.483, -2.094)
H (2.070, -2.619, -2.582)
H (3.606, -0.743, -3.214)
H (0.468, -3.251, -0.073)
H (-0.326, -3.081, -1.654)
H (2.294, 2.337, 0.565)
H (1.796, 3.000, -0.980)
H (0.071, 2.069, 1.386)
C (-2.190, -3.240, 0.846)
C (-2.490, -1.467, -1.408)
H (0.234, 3.620, 0.626)
C (-0.902, 1.986, -1.882)
C (-2.004, 3.376, -0.269)
H (-2.098, 0.190, 1.488)
H (-1.467, 2.723, -2.469)
H (0.123, 1.987, -2.274)
H (-1.354, 1.007, -2.084)
H (-2.242, 3.880, -1.222)
H (-2.948, 2.987, 0.130)
H (-1.638, 4.167, 0.406)
H (-2.846, -2.428, -1.811)
H (-3.347, -0.858, -1.089)
H (-1.925, -0.924, -2.178)
H (-2.315, -4.057, 0.122)
H (-1.542, -3.564, 1.672)
H (-3.173, -2.957, 1.248)
H (-1.775, 0.856, 2.002)
Cl (1.165, -1.595, 5.493)
C (2.180, -1.200, 4.087)
Cl (3.319, 0.105, 4.448)
Cl (2.987, -2.622, 3.419)
C (1.207, -0.687, 2.957)
O (1.129, 0.550, 2.666)
O (0.409, -1.501, 2.375)

Output
HOMO (spin up / spin down): -6.2 / -8.2 eV
spin multiplicity: 3
net charge: 0

What is the formula in the fourth record?
C4H8O2

The highest net charge belongs to which entry?
C65H75IrN8O3P2S3Sb